{
  "formula": "C57H142N9O19Zn",
  "method": "ωB97M-V/def2-TZVPD",
  "symbols": ["Zn", "C", "C", "C", "O", "H", "H", "H", "H", "H", "H", "H", "C", "O", "C", "C", "N", "C", "C", "O", "C", "H", "H", "H", "H", "H", "H", "H", "H", "H", "H", "H", "H", "H", "H", "H", "C", "O", "C", "C", "N", "C", "C", "O", "C", "H", "H", "H", "H", "H", "H", "H", "H", "H", "H", "H", "H", "H", "H", "H", "C", "O", "C", "C", "N", "C", "C", "O", "C", "H", "H", "H", "H", "H", "H", "H", "H", "H", "H", "H", "H", "H", "H", "H", "C", "O", "C", "C", "N", "C", "C", "O", "C", "H", "H", "H", "H", "H", "H", "H", "H", "H", "H", "H", "H", "H", "H", "H", "C", "O", "C", "C", "N", "C", "C", "O", "C", "H", "H", "H", "H", "H", "H", "H", "H", "H", "H", "H", "H", "H", "H", "H", "C", "O", "C", "C", "N", "C", "C", "O", "C", "H", "H", "H", "H", "H", "H", "H", "H", "H", "H", "H", "H", "H", "H", "H", "C", "O", "C", "C", "N", "C", "C", "O", "C", "H", "H", "H", "H", "H", "H", "H", "H", "H", "H", "H", "H", "H", "H", "H", "C", "O", "C", "C", "N", "C", "C", "O", "C", "H", "H", "H", "H", "H", "H", "H", "H", "H", "H", "H", "H", "H", "H", "H", "C", "O", "C", "C", "N", "C", "C", "O", "C", "H", "H", "H", "H", "H", "H", "H", "H", "H", "H", "H", "H", "H", "H", "H"],
  "coordinates": [[0.7389, -2.4543, -6.3752], [2.7427, -0.9792, -0.2548], [2.5241, -2.0630, -1.3233], [1.8135, -3.2373, -0.6445], [1.8317, -1.5884, -2.4475], [1.7806, -0.5625, 0.0433], [3.3273, -0.1563, -0.6661], [3.2876, -1.3380, 0.6183], [3.4709, -2.4659, -1.6829], [2.5574, -3.6009, 0.0644], [1.4896, -3.9756, -1.3781], [0.9605, -2.9471, -0.0312], [-4.0915, -0.6826, 4.1835], [-4.8522, -0.9193, 5.3892], [-4.6407, 0.0730, 6.3262], [-5.4188, -0.4153, 7.5827], [-5.0217, 0.3385, 8.7641], [-5.8685, 0.0023, 9.9336], [-5.5093, 0.9663, 11.1026], [-4.1589, 0.7393, 11.5923], [-3.5541, 1.6468, 12.5115], [-4.2180, -1.5551, 3.5426], [-3.0209, -0.6318, 4.3816], [-4.3785, 0.2306, 3.6622], [-4.9199, 1.0594, 5.9558], [-3.5651, 0.0035, 6.4883], [-5.2712, -1.4646, 7.8384], [-6.4962, -0.3904, 7.4190], [-4.0619, 0.3610, 9.0780], [-5.5997, -0.9746, 10.3354], [-6.9314, 0.0243, 9.6931], [-6.2973, 0.8693, 11.8494], [-5.5733, 1.9790, 10.7046], [-3.3058, 2.5586, 11.9684], [-2.6056, 1.2806, 12.9044], [-4.1642, 1.7413, 13.4098], [5.1750, 1.1314, -10.0320], [3.7520, 1.3466, -9.8297], [3.4103, 1.5080, -8.4503], [1.8594, 1.7480, -8.4232], [1.0286, 0.6630, -8.9858], [-0.2530, 1.0583, -9.4850], [-0.3019, 2.0633, -10.7052], [0.3311, 1.4937, -11.8616], [0.0777, 2.1502, -13.0579], [5.5337, 0.2489, -9.5023], [5.7567, 1.9890, -9.6940], [5.4778, 1.0478, -11.0758], [3.9477, 2.3274, -7.9729], [3.6905, 0.6077, -7.9036], [1.6082, 2.6146, -9.0347], [1.5114, 1.9388, -7.4080], [1.5199, 0.4146, -9.8326], [-0.8225, 1.4509, -8.6426], [-0.7190, 0.1137, -9.7653], [0.1787, 3.0027, -10.4322], [-1.3117, 2.4293, -10.8905], [-0.0386, 3.2234, -12.9068], [-0.9142, 1.8214, -13.3677], [0.7755, 1.8508, -13.8398], [7.9388, 0.0571, 3.4315], [8.2533, 1.1305, 4.3121], [7.1652, 2.0510, 4.5083], [7.6237, 2.9167, 5.7585], [6.5566, 3.5491, 6.5585], [5.9779, 4.7528, 5.9800], [4.8473, 5.1927, 6.8956], [5.1555, 5.6007, 8.2151], [6.2223, 6.5117, 8.3881], [7.2757, 0.4223, 2.6473], [7.5212, -0.7779, 3.9940], [8.8626, -0.3647, 3.0356], [6.2369, 1.5320, 4.7470], [6.9573, 2.6377, 3.6135], [8.4361, 3.5214, 5.3554], [8.1164, 2.2598, 6.4754], [6.9949, 3.8014, 7.4327], [5.5372, 4.5122, 5.0126], [6.6990, 5.5316, 5.7317], [4.0096, 4.4974, 6.9482], [4.4892, 6.0835, 6.3795], [6.2673, 6.6439, 9.4692], [6.0308, 7.4961, 7.9611], [7.1597, 6.1001, 8.0139], [6.5383, 13.5185, -3.0511], [7.5535, 12.5846, -3.1492], [8.2073, 12.3137, -4.3589], [7.2596, 11.9540, -5.4842], [6.7295, 10.5986, -5.2546], [5.4904, 10.2219, -5.8951], [5.0272, 8.7979, -5.5560], [4.8469, 8.6787, -4.1185], [4.2040, 7.5272, -3.6089], [6.8266, 14.5693, -3.0807], [6.0739, 13.4323, -2.0687], [5.7480, 13.4103, -3.7939], [9.1252, 11.7302, -4.2880], [8.6249, 13.2819, -4.6353], [7.8785, 11.8390, -6.3740], [6.4993, 12.7100, -5.6807], [6.6215, 10.5297, -4.2527], [5.7150, 10.2429, -6.9615], [4.7677, 10.9859, -5.6086], [5.7187, 8.0229, -5.8867], [4.0893, 8.6747, -6.0976], [3.2769, 7.2240, -4.0954], [4.0173, 7.6603, -2.5433], [4.8430, 6.6464, -3.6715], [-4.8036, -16.4994, -3.0336], [-5.2470, -15.1944, -3.4594], [-5.6694, -14.2992, -2.4557], [-4.5476, -13.5126, -1.7214], [-3.9625, -12.4743, -2.5829], [-3.1309, -11.5731, -1.7736], [-2.4626, -10.4528, -2.6063], [-1.4516, -10.9854, -3.4626], [-0.7253, -10.0002, -4.1885], [-5.5055, -16.9573, -2.3367], [-3.8536, -16.2901, -2.5418], [-4.6019, -17.2404, -3.8071], [-6.3497, -14.8343, -1.7931], [-6.2895, -13.5131, -2.8866], [-3.8197, -14.2287, -1.3399], [-5.0352, -13.0607, -0.8577], [-3.4143, -12.7983, -3.3669], [-2.3021, -12.0891, -1.2889], [-3.7349, -11.1780, -0.9568], [-1.7873, -9.8505, -1.9986], [-3.1170, -9.9118, -3.2899], [-0.1359, -10.4586, -4.9826], [-0.0412, -9.4373, -3.5535], [-1.3409, -9.2547, -4.6919], [-4.1839, -7.3217, 3.7271], [-5.1889, -8.2619, 3.7025], [-6.3789, -7.6252, 3.1825], [-7.6439, -8.5404, 3.2051], [-8.0869, -8.8907, 4.4704], [-9.4057, -9.4852, 4.3650], [-9.8321, -10.0074, 5.6735], [-8.8933, -10.9895, 6.0202], [-9.1167, -11.4036, 7.3413], [-4.4132, -6.4868, 4.3892], [-3.8236, -7.1262, 2.7171], [-3.3803, -7.8509, 4.2393], [-6.2630, -7.2739, 2.1571], [-6.6072, -6.7196, 3.7445], [-7.4065, -9.4577, 2.6663], [-8.3758, -8.0074, 2.5982], [-7.5057, -9.6468, 4.8030], [-9.4261, -10.3589, 3.7136], [-10.0864, -8.7184, 3.9951], [-10.7624, -10.5366, 5.4671], [-10.0712, -9.1806, 6.3423], [-8.9429, -10.6641, 8.1230], [-8.3970, -12.1973, 7.5415], [-10.1378, -11.7522, 7.4955], [12.9102, -8.5640, 0.5553], [11.9068, -8.2401, -0.3719], [10.6749, -7.9320, 0.3057], [9.5430, -7.2663, -0.5438], [10.0729, -6.0639, -1.2331], [9.1361, -5.3096, -2.0807], [9.8649, -4.3228, -2.9866], [11.0189, -4.8974, -3.6863], [10.8034, -5.6478, -4.8667], [13.8416, -8.9634, 0.1540], [12.6143, -9.3542, 1.2453], [13.2252, -7.7326, 1.1860], [10.8530, -7.2844, 1.1642], [10.2839, -8.8719, 0.6956], [8.7462, -6.9537, 0.1310], [9.0857, -7.9994, -1.2083], [10.9439, -6.2059, -1.7242], [8.3966, -4.7477, -1.5102], [8.5908, -6.0257, -2.6956], [10.0636, -3.4264, -2.3992], [9.1843, -4.0782, -3.8021], [9.9226, -6.2815, -4.7641], [11.6994, -6.2476, -5.0267], [10.5017, -5.0467, -5.7245], [-4.3528, 3.1547, -2.8561], [-5.0449, 4.2857, -3.2955], [-5.5418, 5.1616, -2.2789], [-6.1981, 6.4019, -2.8461], [-7.5330, 6.1487, -3.3263], [-8.5488, 5.8124, -2.2869], [-10.0636, 5.9007, -2.7234], [-10.8247, 5.7433, -1.5496], [-12.2145, 5.7206, -1.8184], [-3.5179, 3.5338, -2.2667], [-3.9924, 2.6215, -3.7358], [-5.0632, 2.5533, -2.2889], [-4.7032, 5.5670, -1.7128], [-6.2186, 4.6486, -1.5957], [-5.6159, 6.7961, -3.6790], [-6.1999, 7.2023, -2.1061], [-7.4022, 5.4248, -4.0184], [-8.3641, 6.4432, -1.4174], [-8.4689, 4.7706, -1.9766], [-10.3655, 5.1773, -3.4809], [-10.1626, 6.8958, -3.1569], [-12.5290, 6.6754, -2.2399], [-12.7477, 5.5542, -0.8824], [-12.6119, 4.9684, -2.4998], [-1.1293, 5.3615, 2.9217], [-1.2695, 6.6495, 2.3972], [-0.4925, 7.6919, 2.9803], [-0.7318, 9.0507, 2.2379], [-2.1394, 9.4018, 2.0937], [-2.7523, 9.6287, 3.3817], [-4.2863, 9.7924, 3.1371], [-4.8600, 8.5883, 2.4654], [-4.9630, 7.4222, 3.2409], [-0.0831, 5.0589, 2.8769], [-1.6865, 4.5383, 2.4746], [-1.4690, 5.3147, 3.9564], [0.5465, 7.3645, 2.9433], [-0.6890, 7.7397, 4.0514], [-0.2134, 9.0365, 1.2792], [-0.1498, 9.8258, 2.7367], [-2.6676, 8.6286, 1.7152], [-2.2879, 10.5482, 3.7379], [-2.6196, 8.8038, 4.0817], [-4.3865, 10.7903, 2.7101], [-4.8047, 9.8973, 4.0902], [-5.4141, 6.6676, 2.5965], [-5.6773, 7.5477, 4.0546], [-4.0052, 7.0203, 3.5712]],
  "charge": 1,
  "orbital_gap_ev": 0.55,
  "multiplicity": 1,
  "lumo_ev": -8.88,
  "de_lowest_ev": 11.089,
  "energy_ev": -162111.5649,
  "fmax_ev_per_a": 3.47
}

{
  "formula": "C2I3NO3",
  "method": "ωB97M-V/def2-TZVPD",
  "symbols": ["C", "C", "N", "O", "O", "O", "I", "I", "I"],
  "coordinates": [[-0.5373, 1.0348, -1.7556], [1.1568, -0.1376, 0.7463], [-0.8819, -1.1966, 0.7984], [-0.0310, -0.2075, 1.1836], [-1.1441, 0.1811, -2.2078], [-0.0206, 1.8897, -1.1872], [2.3482, 1.4700, 1.4365], [1.7825, -1.6596, -0.6197], [-2.6726, -1.3743, 1.6055]],
  "charge": 0,
  "orbital_gap_ev": [6.76, 6.78],
  "multiplicity": 1,
  "lumo_ev": [-1.15, -1.15],
  "de_lowest_ev": 2.142,
  "energy_ev": -34003.8892,
  "fmax_ev_per_a": 2.83
}

{
  "formula": "C4H7Cl2P",
  "method": "ωB97M-V/def2-TZVPD",
  "symbols": ["P", "C", "Cl", "Cl", "H", "C", "C", "C", "H", "H", "H", "H", "H", "H"],
  "coordinates": [[0.7336, 1.7734, 2.2342], [2.2162, 1.6201, 1.4289], [2.9517, 0.1168, 1.1858], [2.9612, 2.8460, 0.4488], [0.6770, 3.3320, 2.1878], [0.7575, 0.4434, -0.8838], [-0.0621, -0.3369, -0.1941], [0.4415, -1.5948, 0.3949], [1.7505, 0.2514, -0.9906], [0.5230, 1.3717, -1.5067], [-0.9515, 0.0724, 0.2481], [1.5203, -1.5495, 0.4699], [0.1970, -1.5473, 1.4730], [0.1364, -2.4843, -0.1632]],
  "charge": 0,
  "orbital_gap_ev": 8.30,
  "multiplicity": 1,
  "lumo_ev": -0.57,
  "de_lowest_ev": 3.595,
  "energy_ev": -38591.8471,
  "smiles": "P=C(Cl)Cl.C=CC",
  "fmax_ev_per_a": 3.93
}